## a
This record from OMol25 describes a cluster of 2 separate species, C3HF3O in total. The level of theory is ωB97M-V/def2-TZVPD.

LUMO level (alpha / beta)	-0.1130 / -0.1130	Ha
molecular weight	110.0	g/mol
HOMO-LUMO gap (alpha / beta)	7.68 / 7.68	eV
HOMO (alpha / beta)	-10.75 / -10.75	eV

Last column: Mulliken charge in e.
Atoms and positions in Å:
C  -1.06  0.99  -0.92  0.244
C  -0.09  0.49  0.30  -0.071
C  -1.61  0.48  0.27  0.642
O  -1.03  1.42  -2.00  -0.289
F  0.46  1.37  1.13  -0.227
F  -2.40  1.03  1.19  -0.135
F  -2.15  -1.62  -0.07  -0.559
H  0.29  -0.51  -0.01  0.395



## b
This record from OMol25 describes a cluster of 2 separate species, C3HF3O in total. The level of theory is ωB97M-V/def2-TZVPD.

LUMO level	0.0321	Ha
molecular weight	110.0	g/mol
HOMO-LUMO gap	10.85	eV
HOMO	-9.98	eV

Last column: Mulliken charge in e.
Atoms and positions in Å:
C  2.77  -1.35  -0.51  0.100
C  -0.56  0.87  -0.09  -0.116
C  -1.17  -0.24  0.29  0.423
O  2.57  -0.35  -0.03  -0.101
F  -0.79  1.45  -1.26  -0.233
F  -2.08  -0.92  -0.38  -0.208
F  -0.92  -0.81  1.46  -0.210
H  0.18  1.36  0.52  0.346



The data favor b; the next most stable structure lies 109.1 kcal/mol above it.



## a
This record from OMol25 describes a cluster of 13 separate species, C5H38N2O12 in total. The level of theory is ωB97M-V/def2-TZVPD.

LUMO level	-0.0084	Ha
molecular weight	318.4	g/mol
HOMO-LUMO gap	8.66	eV
HOMO	-8.89	eV

Last column: Mulliken charge in e.
Atoms and positions in Å:
N  0.23  -2.25  0.84  -0.275
C  -1.55  -0.58  -0.87  -0.990
C  -0.07  -0.24  -0.59  0.015
C  0.18  -0.78  0.82  0.687
C  1.68  -0.42  1.15  -1.224
N  1.82  0.94  1.66  -0.092
C  2.91  1.16  2.62  -1.094
H  0.65  -2.60  -0.01  -0.166
H  -0.66  -2.73  0.86  0.362
H  -2.20  0.30  -0.87  0.247
H  -1.71  -0.83  -1.92  0.272
H  -2.03  -1.34  -0.27  0.239
H  0.56  -0.75  -1.31  0.386
H  0.02  0.84  -0.67  -0.041
H  -0.39  -0.31  1.62  -0.268
H  2.12  -1.26  1.68  0.547
H  2.24  -0.48  0.20  0.237
H  1.93  1.58  0.88  0.226
H  2.52  0.86  3.59  0.298
H  3.82  0.69  2.28  0.339
H  3.03  2.24  2.73  0.370
H  2.02  2.19  -4.48  0.294
H  1.50  1.92  -2.99  0.428
O  1.77  1.52  -3.84  -0.684
H  -2.10  0.58  -3.37  0.411
H  -2.51  1.33  -4.73  0.254
O  -2.74  1.15  -3.82  -0.657
H  3.04  -2.74  -0.63  0.273
H  2.81  -3.89  -1.43  0.255
O  2.34  -3.07  -1.21  -0.524
H  -2.80  3.30  -2.84  0.257
H  -3.14  2.94  -1.34  0.335
O  -2.44  3.16  -1.96  -0.582
H  -0.35  2.16  2.43  0.363
H  0.15  1.04  3.15  0.247
O  -0.45  1.79  3.32  -0.711
H  1.34  -3.75  2.52  0.315
H  0.43  -2.72  3.01  0.335
O  1.13  -3.30  3.34  -0.676
H  2.68  3.24  -1.56  0.287
H  1.19  3.36  -1.25  0.314
O  1.91  2.73  -1.30  -0.705
H  -1.38  0.20  5.29  0.282
H  -1.86  0.44  3.74  0.392
O  -2.05  0.09  4.62  -0.637
H  0.23  -3.21  -2.03  0.298
H  -0.47  -4.40  -1.39  0.331
O  -0.51  -3.81  -2.15  -0.620
H  0.27  -0.80  -3.15  0.303
H  0.31  0.37  -4.14  0.347
O  -0.30  -0.20  -3.63  -0.569
H  -1.21  4.47  0.57  0.278
H  -2.56  4.21  -0.12  0.296
O  -2.10  4.80  0.49  -0.598
H  -3.21  -3.55  1.58  0.282
H  -3.20  -2.79  2.90  0.280
O  -2.85  -2.77  2.01  -0.574



## b
This record from OMol25 describes a structure of composition C5H38N2O12. The level of theory is ωB97M-V/def2-TZVPD.

LUMO level	0.0085	Ha
molecular weight	318.4	g/mol
HOMO-LUMO gap	9.45	eV
HOMO	-9.22	eV

Last column: Mulliken charge in e.
Atoms and positions in Å:
C  0.06  -0.25  4.08  -0.801
N  1.23  -0.48  3.25  -0.139
C  1.12  0.22  1.92  0.432
C  1.65  -0.61  0.75  0.100
C  1.64  0.02  -0.64  -1.061
N  0.52  -0.37  -1.51  -0.112
C  1.98  1.53  1.96  -1.807
H  -0.39  0.80  4.00  0.245
H  -0.75  -0.85  3.58  0.229
H  0.19  -0.59  5.11  0.381
H  1.98  -0.09  3.79  0.236
H  0.09  0.59  1.74  -0.206
H  2.72  -0.77  1.01  0.008
H  1.19  -1.62  0.95  0.387
H  1.69  1.08  -0.72  0.449
H  2.53  -0.28  -1.28  0.300
H  -0.28  0.24  -1.48  0.378
H  0.22  -1.32  -1.33  -0.134
H  1.84  2.13  2.87  0.427
H  1.76  2.18  1.15  0.338
H  2.96  1.09  1.86  0.563
H  -2.17  -2.69  -1.63  0.253
H  -0.66  -2.99  -1.25  0.315
O  -1.45  -2.48  -1.03  -0.628
H  -1.50  3.80  -1.26  0.755
H  -0.14  3.26  -1.21  0.450
O  -0.70  3.90  -0.73  -0.780
H  -2.30  2.24  0.32  0.177
H  -3.46  2.92  -0.30  0.419
O  -3.21  2.06  0.05  -0.613
H  0.30  1.44  -2.91  0.219
H  -0.67  2.56  -3.45  0.254
O  -0.33  2.11  -2.66  -0.562
H  -1.32  -0.69  -4.45  0.274
H  0.09  -0.01  -3.95  0.326
O  -0.68  0.03  -4.51  -0.616
H  2.67  -3.96  1.38  0.338
H  3.64  -3.87  0.07  0.300
O  2.81  -4.16  0.44  -0.684
H  -0.85  3.29  1.01  0.280
H  -1.85  4.11  1.79  0.342
O  -1.23  3.38  1.91  -0.614
H  1.23  -2.46  3.23  0.312
H  2.73  -2.84  3.37  0.313
O  1.91  -3.11  2.94  -0.714
H  -2.68  2.77  -2.72  0.347
H  -1.83  2.98  -1.44  -0.031
O  -1.91  3.23  -2.36  -0.671
H  1.28  -4.87  -1.50  0.277
H  1.83  -3.49  -1.05  0.438
O  1.23  -3.93  -1.67  -0.671
H  -3.35  -0.24  -2.99  0.346
H  -2.43  -1.41  -3.30  0.261
O  -3.20  -0.94  -3.64  -0.635
H  -1.53  -0.75  1.47  0.246
H  -2.11  -1.33  0.20  0.356
O  -2.12  -0.53  0.75  -0.590



The data favor a; the next most stable structure lies 83.4 kcal/mol above it.



## a
This record from OMol25 describes a structure of composition C20H25N9O3Y. The level of theory is ωB97M-V/def2-TZVPD.

charge	+1
LUMO level	-0.1066	Ha
molecular weight	528.4	g/mol
HOMO-LUMO gap	8.52	eV
HOMO	-11.43	eV

Last column: Mulliken charge in e.
Atoms and positions in Å:
Y  -0.97  1.77  -1.34  1.561
N  -2.48  3.74  -1.82  -0.596
C  -2.16  4.66  -0.69  -0.489
C  -0.63  4.71  -0.58  0.599
O  -0.05  5.75  -0.79  -0.606
N  -0.07  3.48  -0.34  -0.459
C  1.34  3.37  -0.70  -0.540
C  1.59  2.70  -2.08  0.645
O  2.71  2.52  -2.48  -0.600
O  0.50  2.29  -2.73  -0.730
H  -2.12  4.17  -2.68  0.289
H  -3.49  3.67  -1.95  0.230
H  -2.61  4.26  0.23  0.236
H  -2.52  5.67  -0.85  0.395
H  1.88  2.76  0.03  0.227
H  1.82  4.35  -0.72  0.452
C  -6.61  0.51  0.34  -1.243
C  -5.28  0.21  -0.26  0.626
C  -4.82  -0.88  -0.97  -1.067
C  -3.49  -0.59  -1.31  0.646
N  -3.14  0.61  -0.84  0.139
N  -4.25  1.07  -0.21  -0.209
C  -2.53  -1.45  -2.07  -1.185
H  -7.14  -0.41  0.55  0.353
H  -7.22  1.10  -0.35  0.277
H  -6.50  1.08  1.27  0.370
H  -5.38  -1.77  -1.22  0.456
H  -4.22  1.95  0.29  0.124
H  -3.06  -2.09  -2.77  0.411
H  -1.96  -2.09  -1.39  0.175
H  -1.82  -0.86  -2.65  0.243
C  -0.43  -0.61  1.70  -1.575
C  0.35  -0.88  0.47  0.601
N  0.36  -0.12  -0.62  0.595
C  1.22  -0.72  -1.52  -0.922
C  1.73  -1.85  -0.97  -0.739
N  1.17  -1.93  0.29  0.310
C  1.42  -3.02  1.25  -1.153
N  2.77  -3.44  1.21  0.692
N  3.12  -4.50  0.42  -0.565
N  4.38  -4.65  0.45  -0.497
C  4.93  -3.67  1.25  0.148
C  6.26  -3.41  1.59  -0.682
C  6.49  -2.34  2.42  -0.532
C  5.44  -1.53  2.90  -0.548
C  4.12  -1.78  2.58  -0.732
C  3.89  -2.87  1.74  1.317
H  -0.89  0.38  1.63  0.250
H  0.20  -0.61  2.59  0.485
H  -1.22  -1.35  1.85  0.331
H  1.45  -0.27  -2.48  0.556
H  2.43  -2.58  -1.33  0.528
H  0.80  -3.88  1.00  0.176
H  1.17  -2.66  2.25  0.650
H  7.05  -4.03  1.21  0.439
H  7.50  -2.09  2.70  0.382
H  5.68  -0.70  3.55  0.383
H  3.33  -1.16  2.96  0.374



## b
This record from OMol25 describes a structure of composition C20H25N9O3Y. The level of theory is ωB97M-V/def2-TZVPD.

charge	+1
LUMO level	-0.1019	Ha
molecular weight	528.4	g/mol
HOMO-LUMO gap	8.75	eV
HOMO	-11.52	eV

Last column: Mulliken charge in e.
Atoms and positions in Å:
Y  -2.15  -0.14  0.01  1.908
N  -3.62  1.80  0.63  -0.583
C  -3.52  1.95  2.12  -0.538
C  -3.44  0.57  2.79  0.496
O  -4.14  0.31  3.75  -0.644
N  -2.56  -0.26  2.18  -0.406
C  -2.55  -1.65  2.59  -0.230
C  -2.27  -2.58  1.40  0.230
O  -1.60  -3.57  1.47  -0.583
O  -2.79  -2.14  0.23  -0.607
H  -4.58  1.51  0.41  0.287
H  -3.51  2.71  0.19  0.247
H  -2.61  2.52  2.33  0.280
H  -4.38  2.48  2.53  0.373
H  -1.80  -1.87  3.35  0.298
H  -3.52  -1.93  3.02  0.410
C  -4.02  -3.02  -4.64  -1.248
C  -3.46  -1.79  -4.03  0.716
C  -3.08  -0.57  -4.58  -1.061
C  -2.62  0.21  -3.52  0.514
N  -2.72  -0.47  -2.38  -0.285
N  -3.23  -1.68  -2.71  0.109
C  -2.06  1.59  -3.55  -1.119
H  -4.01  -2.93  -5.72  0.342
H  -5.05  -3.18  -4.32  0.312
H  -3.43  -3.89  -4.36  0.345
H  -3.14  -0.31  -5.62  0.432
H  -3.34  -2.37  -1.97  0.128
H  -2.41  2.14  -4.42  0.383
H  -0.97  1.57  -3.59  0.192
H  -2.36  2.16  -2.67  0.243
C  0.91  2.20  -0.46  -1.337
C  1.16  0.74  -0.34  0.687
N  0.25  -0.19  -0.13  -0.036
C  0.91  -1.41  -0.10  -0.820
C  2.23  -1.19  -0.29  -0.390
N  2.38  0.17  -0.44  0.323
C  3.65  0.89  -0.51  -1.436
N  4.12  1.28  0.77  0.704
N  3.70  2.47  1.30  -0.374
N  4.13  2.59  2.49  -0.679
C  4.86  1.46  2.81  0.226
C  5.53  1.13  3.98  -0.662
C  6.18  -0.08  4.01  -0.507
C  6.17  -0.95  2.89  -0.577
C  5.52  -0.63  1.72  -0.752
C  4.86  0.60  1.71  1.411
H  -0.14  2.42  -0.28  0.221
H  1.15  2.55  -1.47  0.356
H  1.51  2.77  0.25  0.388
H  0.40  -2.35  0.07  0.514
H  3.08  -1.86  -0.32  0.418
H  3.52  1.78  -1.11  0.349
H  4.38  0.24  -1.00  0.471
H  5.54  1.80  4.83  0.434
H  6.72  -0.40  4.89  0.385
H  6.70  -1.89  2.95  0.383
H  5.53  -1.30  0.87  0.360



The data favor b; the next most stable structure lies 13.3 kcal/mol above it.



## a
This record from OMol25 describes the ion C3H7OS2 with charge -1. The level of theory is ωB97M-V/def2-TZVPD.

charge	-1
LUMO level	0.1035	Ha
molecular weight	123.2	g/mol
HOMO-LUMO gap	5.34	eV
SMILES	[O-]CCCSS
HOMO	-2.52	eV

Last column: Mulliken charge in e.
Atoms and positions in Å:
C  0.52  -0.45  1.59  -0.627
C  1.55  -1.59  1.68  -0.495
O  1.29  -2.62  0.85  -0.875
C  0.29  -0.13  0.10  -0.549
S  -1.29  0.58  -0.29  -0.147
S  -0.54  1.78  -1.87  -0.238
H  -0.39  -0.68  2.13  0.420
H  0.98  0.43  2.05  0.215
H  1.59  -1.91  2.75  0.242
H  2.56  -1.12  1.48  0.169
H  1.18  0.43  -0.17  0.386
H  0.43  -1.12  -0.37  0.398
H  -1.62  2.55  -1.98  0.101



## b
This record from OMol25 describes the ion C3H7OS2 with charge -1. The level of theory is ωB97M-V/def2-TZVPD.

charge	-1
LUMO level	0.1174	Ha
molecular weight	123.2	g/mol
HOMO-LUMO gap	5.60	eV
SMILES	[O-]CCCSS
HOMO	-2.40	eV

Last column: Mulliken charge in e.
Atoms and positions in Å:
C  -0.23  -1.30  0.18  -0.275
C  1.13  -0.86  0.36  -0.541
O  1.22  -0.04  1.46  -0.882
C  -1.02  0.10  -0.11  -0.867
S  -1.43  1.43  -1.31  -0.141
S  -0.18  3.13  -0.78  -0.258
H  -0.30  -2.10  -0.54  0.322
H  -0.67  -1.72  1.11  0.240
H  1.38  -0.33  -0.69  0.025
H  1.86  -1.60  0.57  0.412
H  -2.03  0.00  0.24  0.433
H  -0.66  0.79  0.69  0.372
H  0.95  2.51  -1.19  0.162



The data favor a; the next most stable structure lies 31.5 kcal/mol above it.